46
Properties=species:S:1:pos:R:3:forces:R:3 method="wB97M-V/def2-TZVPD" smiles="Cc1nn(Cc2ccccc2Cl)c(C)c1NC(=O)/C=C/c1cnn(C)c1" relative_energy_kcal_mol=25.1 energy_ev=-42047.815 mol_weight_g_mol=369.86 homo_lumo_gap_ev=8.382
C 1.350 -1.211 2.380 0.0 0.1 -0.1
C 1.339 0.074 1.629 -0.1 0.3 -0.3
N 1.802 1.195 2.147 0.2 -0.2 0.6
N 1.645 2.136 1.216 -0.2 -0.5 -0.4
C 2.070 3.481 1.510 0.1 0.2 0.2
C 1.562 3.900 2.865 -0.1 0.1 -0.1
C 2.433 4.091 3.928 -0.1 0.1 -0.1
C 1.967 4.454 5.178 0.0 0.0 0.1
C 0.609 4.625 5.386 0.0 0.0 0.0
C -0.279 4.433 4.343 -0.1 0.0 -0.1
C 0.199 4.073 3.094 0.2 0.1 0.2
Cl -0.933 3.837 1.806 -0.2 0.0 -0.1
C 1.088 1.654 0.076 -0.1 -0.3 -0.2
C 0.854 2.499 -1.121 0.0 0.0 -0.1
C 0.870 0.304 0.315 0.1 0.7 0.3
N 0.363 -0.722 -0.491 0.2 -0.3 0.1
C -0.561 -0.670 -1.492 0.0 0.1 0.0
O -1.069 0.361 -1.899 -0.1 0.0 0.1
C -0.881 -1.996 -2.048 -0.4 -0.1 -0.4
C -1.779 -2.117 -3.035 0.4 0.3 0.5
C -2.185 -3.340 -3.665 -0.1 -0.7 -0.2
C -3.132 -3.475 -4.706 0.4 -0.1 0.4
N -3.275 -4.733 -5.060 -0.6 -0.2 -0.6
N -2.450 -5.433 -4.284 0.2 0.5 0.3
C -2.363 -6.858 -4.420 0.0 -0.5 0.0
C -1.774 -4.647 -3.431 -0.1 0.4 -0.1
H 1.724 -1.030 3.383 0.0 -0.1 0.1
H 1.996 -1.942 1.892 0.0 -0.1 0.0
H 0.344 -1.626 2.447 0.0 -0.1 0.0
H 3.165 3.526 1.501 -0.1 0.1 0.0
H 1.680 4.146 0.737 0.1 -0.1 0.0
H 3.491 3.948 3.768 0.1 0.0 0.0
H 2.662 4.598 5.991 0.1 0.0 0.1
H 0.237 4.905 6.360 0.0 0.0 0.1
H -1.340 4.561 4.492 -0.1 0.0 0.0
H 0.395 3.447 -0.846 0.0 0.1 0.0
H 0.182 1.978 -1.796 0.1 0.1 0.0
H 1.793 2.704 -1.639 0.0 0.1 0.0
H 0.631 -1.641 -0.167 -0.1 0.1 -0.2
H -0.374 -2.857 -1.636 0.0 -0.1 0.0
H -2.248 -1.211 -3.398 0.0 0.1 0.0
H -3.697 -2.703 -5.190 -0.1 0.2 -0.1
H -2.632 -7.352 -3.484 0.0 0.0 -0.1
H -1.352 -7.158 -4.703 -0.1 0.0 0.0
H -3.061 -7.157 -5.200 0.1 0.0 0.1
H -1.067 -5.052 -2.736 0.2 -0.1 0.1